Entry from the OMol25 dataset: C40H72Cl28NOS as an isolated structure at a distorted geometry (wB97M-V/def2-TZVPD).

Last column: Löwdin charge in e.
Positions of all 143 atoms, in Å:
1 C -1.4850 4.1776 0.1607  0.03
2 C -0.4215 5.0182 0.0669  -0.24
3 C 0.5881 4.8021 -1.0177  -0.40
4 S 1.8478 3.6340 -0.4225  1.12
5 C 1.9120 2.3319 -1.6469  -0.39
6 C 2.6027 1.0837 -1.0927  -0.15
7 C 2.4924 -0.0164 -2.1260  -0.44
8 O 3.4884 -0.3712 -2.7231  0.06
9 N 1.2558 -0.5926 -2.3969  0.16
10 C 0.3736 -0.9372 -1.2969  -0.22
11 C -0.2472 0.0006 -0.4910  -0.04
12 C -1.0685 -0.3734 0.5515  -0.19
13 C -1.2740 -1.7191 0.7974  -0.19
14 C -0.6532 -2.6529 -0.0053  -0.12
15 C 0.1621 -2.2772 -1.0618  -0.11
16 H -2.1144 4.0202 -0.7115  0.04
17 H -1.6798 3.6512 1.0891  -0.01
18 H -0.2910 5.8325 0.7747  0.11
19 H 0.0906 4.3190 -1.8732  -0.03
20 H 1.1094 5.7061 -1.3294  0.08
21 H 1.3533 3.0918 0.7100  -0.08
22 H 2.4747 2.6870 -2.5097  0.12
23 H 0.8953 2.1255 -1.9742  0.05
24 H 2.1638 0.7768 -0.1410  0.09
25 H 3.6502 1.3208 -0.9203  0.11
26 H 1.5023 -1.4691 -2.8552  0.08
27 H -0.0839 1.0488 -0.6899  0.09
28 H -1.5204 0.3906 1.1705  -0.01
29 H -1.8836 -2.0125 1.6374  0.09
30 H -0.8069 -3.6969 0.2258  0.09
31 H 0.6285 -3.0080 -1.7018  0.03
32 Cl 7.8554 -3.4463 -0.2296  0.57
33 C 6.3693 -3.2694 -1.1956  -0.62
34 C 5.5795 -2.0471 -0.8107  -0.73
35 Cl 4.8660 -2.1800 0.8233  0.61
36 H 5.7834 -4.1766 -1.0738  0.05
37 H 6.6738 -3.1906 -2.2384  0.08
38 H 4.7540 -1.9079 -1.5071  0.06
39 H 6.1995 -1.1533 -0.8270  -0.07
40 Cl -0.3660 3.7513 -3.8996  0.64
41 C -1.7756 4.0065 -4.9820  -0.59
42 C -2.5304 5.2492 -4.6029  -0.65
43 Cl -3.3796 5.0792 -3.0418  0.57
44 H -2.3994 3.1179 -4.9411  0.08
45 H -1.3774 4.1040 -5.9898  0.08
46 H -3.2916 5.4604 -5.3515  0.08
47 H -1.8651 6.1032 -4.5228  0.00
48 Cl -6.0477 -2.0741 -2.4382  0.58
49 C -6.2796 -2.0037 -0.6682  -0.69
50 C -5.5694 -0.8322 -0.0488  -0.62
51 Cl -3.7890 -1.0015 -0.1171  0.69
52 H -5.9319 -2.9477 -0.2539  0.06
53 H -7.3443 -1.9222 -0.4954  0.00
54 H -5.8387 -0.7586 1.0035  0.06
55 H -5.8372 0.0992 -0.5415  0.07
56 Cl -0.7860 3.1268 3.2689  0.56
57 C -2.4630 3.2491 3.8672  -0.61
58 C -2.9558 1.8679 4.2067  -0.62
59 Cl -3.0567 0.8616 2.7407  0.64
60 H -3.0594 3.7246 3.0924  0.07
61 H -2.4782 3.8833 4.7516  0.08
62 H -3.9407 1.9143 4.6677  0.08
63 H -2.2779 1.3660 4.8923  0.06
64 Cl -1.3808 8.3772 -3.3726  0.59
65 C -1.5516 8.2329 -1.6021  -0.65
66 C -0.8177 9.3205 -0.8659  -0.65
67 Cl 0.9507 9.1338 -1.0182  0.54
68 H -1.1924 7.2483 -1.3110  0.03
69 H -2.6173 8.2862 -1.3861  0.08
70 H -1.0547 9.2673 0.1953  0.08
71 H -1.0879 10.3069 -1.2328  0.07
72 Cl -8.5450 -2.1315 1.6691  0.59
73 C -8.1472 -3.7838 2.2255  -0.63
74 C -9.3411 -4.7006 2.1733  -0.66
75 Cl -10.5757 -4.2567 3.3764  0.55
76 H -7.7464 -3.7067 3.2325  0.07
77 H -7.3656 -4.1627 1.5678  0.07
78 H -9.0255 -5.7182 2.3965  0.08
79 H -9.8081 -4.6885 1.1919  0.07
80 Cl 1.8596 -6.8984 2.3070  0.55
81 C 2.9315 -6.7064 0.8964  -0.65
82 C 3.1540 -5.2566 0.5534  -0.64
83 Cl 1.6815 -4.4674 -0.0715  0.67
84 H 2.4913 -7.2501 0.0644  0.07
85 H 3.8823 -7.1716 1.1507  0.08
86 H 3.9087 -5.1749 -0.2269  0.05
87 H 3.4877 -4.6873 1.4152  0.04
88 Cl 2.4818 -4.1382 -3.5000  0.57
89 C 3.5202 -3.9113 -4.9361  -0.63
90 C 3.7153 -2.4528 -5.2599  -0.64
91 Cl 2.2058 -1.6885 -5.8269  0.57
92 H 3.0651 -4.4514 -5.7624  0.07
93 H 4.4818 -4.3698 -4.7121  0.07
94 H 4.4476 -2.3510 -6.0592  0.08
95 H 4.0608 -1.8896 -4.3966  0.04
96 Cl 2.5938 -0.8172 2.6672  0.57
97 C 3.8082 0.3946 2.1654  -0.71
98 C 3.7465 1.6236 3.0248  -0.61
99 Cl 2.2215 2.5235 2.7620  0.56
100 H 3.6353 0.6279 1.1170  0.02
101 H 4.7853 -0.0712 2.2495  0.00
102 H 4.5663 2.2913 2.7795  0.03
103 H 3.7989 1.3825 4.0811  0.01
104 Cl 6.5971 -0.8821 0.6623  0.55
105 C 7.7993 0.3402 0.1586  -0.52
106 C 7.7485 1.5804 1.0136  -0.61
107 Cl 6.2416 2.5120 0.7551  0.59
108 H 7.6201 0.5714 -0.8881  0.08
109 H 8.7790 -0.1254 0.2467  0.08
110 H 8.5746 2.2398 0.7557  0.08
111 H 7.8150 1.3407 2.0716  0.07
112 Cl 1.1605 -1.7815 -11.9105  0.54
113 C 0.6252 -1.9067 -10.2164  -0.67
114 C 1.3769 -2.9676 -9.4562  -0.69
115 Cl 0.9798 -4.6120 -10.0174  0.54
116 H -0.4438 -2.1034 -10.2165  0.07
117 H 0.8015 -0.9365 -9.7542  0.07
118 H 1.1113 -2.9198 -8.4016  0.04
119 H 2.4519 -2.8335 -9.5485  0.07
120 Cl 0.9237 1.9631 8.7942  0.58
121 C 0.8440 1.3717 7.1150  -0.66
122 C 1.9918 0.4617 6.7690  -0.64
123 Cl 3.5461 1.3367 6.7046  0.57
124 H 0.8137 2.2385 6.4585  0.06
125 H -0.0940 0.8273 7.0151  0.07
126 H 1.8278 0.0312 5.7811  0.06
127 H 2.0958 -0.3477 7.4865  0.07
128 Cl -1.9489 0.2027 12.4918  0.54
129 C -0.7336 1.4427 12.0857  -0.69
130 C -0.8901 2.6901 12.9152  -0.66
131 Cl -2.3793 3.5832 12.5110  0.53
132 H -0.8196 1.6579 11.0247  0.02
133 H 0.2442 1.0003 12.2703  0.07
134 H -0.0544 3.3612 12.7239  0.07
135 H -0.9151 2.4606 13.9772  0.07
136 Cl -6.8649 -7.5372 -5.4243  0.54
137 C -7.0908 -5.7809 -5.2223  -0.67
138 C -6.2355 -5.2176 -4.1178  -0.68
139 Cl -6.7625 -5.7787 -2.5094  0.52
140 H -8.1463 -5.5991 -5.0377  0.07
141 H -6.8167 -5.3141 -6.1669  0.07
142 H -6.3082 -4.1334 -4.1137  0.01
143 H -5.1921 -5.4956 -4.2419  0.07

- Multiplicity: 1
- Gap between HOMO and LUMO: 7.75 eV
- Net charge: +1

---

Entry from the OMol25 dataset: a 4-piece molecular cluster, C40H72N8O9P2S overall at a distorted geometry (wB97M-V/def2-TZVPD).

Last column: Löwdin charge in e.
Positions of all 132 atoms, in Å:
1 C 1.4896 -6.7535 0.8842  0.03
2 C 0.4807 -6.0385 0.1704  -0.10
3 C -0.6925 -5.3635 -0.7924  -0.20
4 C -2.1167 -5.3427 0.0186  -0.22
5 C -2.6374 -3.8586 0.4784  -0.19
6 C -1.4560 -2.7542 0.7439  -0.09
7 C -1.2538 -1.4090 -0.2292  -0.06
8 C -2.2511 -1.0640 -1.5148  -0.13
9 O -3.6999 -1.0752 -1.1282  -0.17
10 N -3.9011 -0.3466 -0.0164  -0.01
11 O -4.5622 -1.0833 0.7266  0.02
12 C 0.0183 -0.3861 0.1350  -0.20
13 P 0.3879 1.1804 -0.9630  0.88
14 N 0.3576 0.7555 -2.6993  -0.20
15 O -0.9496 2.2694 -0.5468  -0.39
16 C 1.0315 -0.6369 1.4350  -0.14
17 N 2.1214 0.3731 1.6569  0.08
18 C 2.9499 0.0631 2.8711  -0.15
19 C 4.1597 1.1232 3.2680  -0.17
20 C 3.5853 2.6262 3.6598  -0.21
21 C 2.0894 2.6077 4.3495  -0.21
22 C 2.1006 1.8143 5.8064  -0.15
23 N 0.6700 1.4250 6.2283  -0.15
24 C -0.6588 1.9665 5.6740  -0.09
25 C -2.0348 1.3006 6.3331  -0.08
26 C -1.4222 0.2332 7.4274  -0.08
27 C 0.2189 0.4205 7.2881  -0.08
28 C 2.7029 -1.2567 3.7911  -0.02
29 N 1.6598 -2.3188 3.5810  0.05
30 C 0.8292 -1.9383 2.3884  -0.13
31 C -0.4312 -2.9633 2.0062  -0.20
32 P -0.7108 -4.4929 3.1580  0.35
33 S -0.9105 -3.9338 5.0514  0.02
34 H 2.2506 -7.1694 1.6946  0.06
35 H -0.8399 -6.1234 -1.7011  0.12
36 H -0.3776 -4.3462 -1.2772  0.11
37 H -2.0442 -6.1361 0.8757  0.10
38 H -2.9375 -5.7610 -0.7407  0.12
39 H -3.4676 -3.5314 -0.2787  0.11
40 H -3.1926 -4.0105 1.5241  0.10
41 H -2.0470 -1.7992 -2.4262  0.15
42 H -2.0686 0.0258 -1.9538  0.11
43 H -0.3798 1.3477 -3.1642  0.05
44 H 0.1183 -0.2625 -2.8358  0.03
45 H -1.0349 2.1240 0.4608  0.07
46 H 4.8418 1.2794 2.3079  0.12
47 H 4.8866 0.6747 4.0956  0.12
48 H 4.3996 3.1674 4.3381  0.12
49 H 3.4981 3.3153 2.6895  0.12
50 H 1.8218 3.7366 4.6093  0.12
51 H 1.2601 2.2069 3.6107  0.10
52 H 2.7994 0.8714 5.7327  0.11
53 H 2.4950 2.5921 6.6054  0.14
54 H -0.7347 2.8074 4.8358  0.09
55 H -3.1609 1.5496 6.0609  0.08
56 H -2.0354 -0.4698 8.1375  0.08
57 H 0.9792 -0.1902 7.9562  0.10
58 H 3.4478 -1.4164 4.7099  0.12
59 H -1.9191 -5.2264 2.8527  -0.03
60 H 0.3858 -5.4301 3.0795  -0.04
61 C -6.0978 -4.6815 1.9399  -0.11
62 O -5.7617 -6.0504 1.7553  -0.21
63 C -6.4122 -6.9213 2.6890  -0.20
64 C -7.4469 -7.8036 1.9723  -0.21
65 N -8.5978 -7.0133 1.5241  -0.06
66 C -9.4920 -7.7414 0.6138  -0.19
67 C -8.9143 -8.1683 -0.7512  -0.22
68 O -8.6133 -7.0743 -1.6199  -0.18
69 C -7.3276 -6.5030 -1.4231  -0.10
70 H -5.4519 -4.0822 1.2942  0.06
71 H -7.1352 -4.4951 1.6550  0.08
72 H -5.9321 -4.3732 2.9780  0.10
73 H -6.8631 -6.3707 3.5239  0.12
74 H -5.6338 -7.5692 3.1053  0.12
75 H -7.7896 -8.5860 2.6570  0.12
76 H -6.9445 -8.2815 1.1266  0.10
77 H -8.2649 -6.1828 1.0439  0.07
78 H -10.3467 -7.0818 0.4262  0.12
79 H -9.8861 -8.6247 1.1320  0.12
80 H -9.6936 -8.7447 -1.2627  0.12
81 H -8.0579 -8.8433 -0.6566  0.11
82 H -6.5870 -7.2373 -1.0945  0.09
83 H -7.3912 -5.6773 -0.7128  0.07
84 H -6.9944 -6.0828 -2.3773  0.09
85 C 3.6156 8.0560 -2.0113  -0.11
86 O 2.4671 7.8609 -1.1965  -0.20
87 C 1.3601 8.6881 -1.5756  -0.20
88 C 0.2249 7.8336 -2.1622  -0.21
89 N 0.5928 7.2919 -3.4742  -0.06
90 C -0.3354 6.2656 -3.9676  -0.19
91 C -0.4359 4.9568 -3.1576  -0.22
92 O 0.7530 4.1643 -3.1887  -0.20
93 C 1.7220 4.5184 -2.2121  -0.11
94 H 4.4469 7.5049 -1.5656  0.09
95 H 3.4474 7.6676 -3.0178  0.07
96 H 3.8880 9.1160 -2.0583  0.09
97 H 1.6579 9.4882 -2.2646  0.12
98 H 0.9973 9.1630 -0.6581  0.12
99 H -0.6742 8.4496 -2.2642  0.12
100 H 0.0138 7.0309 -1.4502  0.10
101 H 1.5191 6.8797 -3.4164  0.07
102 H -0.0045 6.0101 -4.9805  0.12
103 H -1.3351 6.7072 -4.0669  0.12
104 H -1.2105 4.3444 -3.6331  0.12
105 H -0.7740 5.1196 -2.1294  0.11
106 H 1.2715 4.8990 -1.2914  0.09
107 H 2.4210 5.2461 -2.6272  0.07
108 H 2.2985 3.6209 -1.9667  0.06
109 C 7.0264 4.3809 -5.9822  -0.11
110 O 7.1608 2.9775 -5.7995  -0.20
111 C 8.1868 2.6268 -4.8627  -0.20
112 C 7.5710 2.0266 -3.5886  -0.21
113 N 6.8612 3.0474 -2.8113  -0.06
114 C 6.0386 2.4940 -1.7271  -0.19
115 C 4.8528 1.5936 -2.1300  -0.21
116 O 3.8105 2.2846 -2.8217  -0.22
117 C 4.0081 2.3962 -4.2241  -0.09
118 H 6.3363 4.5518 -6.8116  0.09
119 H 6.6109 4.8503 -5.0883  0.07
120 H 7.9898 4.8380 -6.2333  0.09
121 H 8.8431 3.4748 -4.6308  0.12
122 H 8.8005 1.8591 -5.3454  0.12
123 H 8.3659 1.5916 -2.9744  0.12
124 H 6.8941 1.2242 -3.8951  0.10
125 H 6.2545 3.5758 -3.4309  0.07
126 H 5.6379 3.3510 -1.1741  0.12
127 H 6.6872 1.9476 -1.0307  0.11
128 H 4.3984 1.2280 -1.2022  0.11
129 H 5.1662 0.7010 -2.6804  0.11
130 H 4.5505 1.5434 -4.6414  0.09
131 H 4.5237 3.3296 -4.4548  0.07
132 H 3.0244 2.4444 -4.7016  0.09

- Multiplicity: 1
- Gap between HOMO and LUMO: 5.48 eV
- SMILES: C#CCCCc1c(CON=O)c(P(N)O)c2nc(CCCCn3cccc3)cnc2c1[PH2]=S.COCCNCCOC.COCCNCCOC.COCCNCCOC
- Net charge: 0

---

Entry from the OMol25 dataset: a 11-piece molecular cluster, C40H72O33 overall at a distorted geometry (wB97M-V/def2-TZVPD).

Last column: Löwdin charge in e.
Positions of all 145 atoms, in Å:
1 C 2.0196 -2.7760 -9.8315  -0.11
2 C 1.4016 -3.3854 -8.5583  -0.13
3 O 2.5146 -3.8968 -7.8389  0.05
4 C 3.6343 -3.2206 -8.2949  -0.55
5 O 4.7564 -3.3732 -7.8987  0.16
6 O 3.2864 -2.4588 -9.3109  0.06
7 H 1.5103 -1.8380 -10.0526  0.13
8 H 2.1497 -3.4414 -10.6850  0.13
9 H 0.7379 -4.1175 -9.0184  0.13
10 H 0.8612 -2.6487 -7.9639  0.13
11 C -1.7364 3.0987 6.9322  -0.13
12 C -0.6823 3.2182 5.8555  -0.11
13 O 0.0769 2.0625 6.1536  0.08
14 C -0.1479 1.6323 7.3655  -0.58
15 O 0.4213 0.6849 7.8965  0.13
16 O -1.0474 2.4280 7.9828  0.07
17 H -2.6077 2.5093 6.6462  0.13
18 H -2.0881 4.0653 7.2927  0.13
19 H -0.0818 4.1115 6.0275  0.13
20 H -1.1950 3.3246 4.8996  0.14
21 C -7.2014 -1.2574 -7.2929  -0.16
22 C -6.4180 -0.9525 -8.5603  -0.12
23 O -5.0912 -0.8728 -8.1212  0.09
24 C -4.9851 -1.5937 -7.0460  -0.52
25 O -3.8838 -2.0088 -6.6224  0.10
26 O -6.2340 -1.8520 -6.5309  0.06
27 H -8.0630 -1.8749 -7.5467  0.14
28 H -7.5113 -0.4194 -6.6686  0.14
29 H -6.7726 -0.0440 -9.0472  0.14
30 H -6.4834 -1.7786 -9.2684  0.14
31 C -0.7928 3.4597 -8.8157  -0.12
32 C -1.2233 2.0641 -8.6035  -0.20
33 O -0.0526 1.3984 -8.5591  0.06
34 C 0.9618 2.2439 -8.1779  -0.52
35 O 2.0397 1.9324 -7.6315  0.12
36 O 0.5455 3.4528 -8.3751  0.10
37 H -1.3174 4.1466 -8.1516  0.14
38 H -0.9065 3.7257 -9.8665  0.14
39 H -1.8737 1.6298 -9.3628  0.14
40 H -1.7915 1.9553 -7.6797  0.14
41 C 5.6374 -2.5547 6.0879  -0.06
42 C 4.4601 -1.6850 5.7983  -0.22
43 O 4.8886 -0.5937 4.9808  0.04
44 C 5.3921 0.4388 5.6143  -0.58
45 O 5.5140 0.5710 6.8093  0.13
46 O 5.7760 1.3876 4.6927  -0.03
47 C 6.0190 2.6970 5.1259  -0.07
48 H 6.2788 -2.1050 6.8458  0.08
49 H 6.2054 -2.6554 5.1631  0.09
50 H 5.2299 -3.4657 6.5262  0.08
51 H 3.8216 -1.2952 6.5911  0.13
52 H 3.7555 -2.2732 5.2103  0.12
53 H 6.0728 3.2437 4.1844  0.10
54 H 6.9228 2.7699 5.7308  0.10
55 H 5.1315 2.9995 5.6818  0.09
56 C 1.4867 8.8046 0.1445  -0.04
57 C 2.9151 8.2995 0.5367  -0.22
58 O 2.9756 7.5637 1.7538  -0.01
59 C 3.2502 8.1470 2.9998  -0.47
60 O 3.3691 9.3603 3.2968  0.08
61 O 3.4685 7.1465 3.8768  0.00
62 C 3.4510 7.3939 5.2751  -0.06
63 H 1.2996 9.5725 0.8951  0.07
64 H 0.7238 8.0406 0.2942  0.07
65 H 1.4813 9.2524 -0.8493  0.07
66 H 3.7421 9.0054 0.6146  0.12
67 H 3.3060 7.6787 -0.2695  0.11
68 H 2.7549 8.1535 5.6308  0.10
69 H 4.4052 7.7105 5.6964  0.09
70 H 3.3362 6.5320 5.9325  0.09
71 C -2.9483 10.1162 6.3386  -0.06
72 C -2.9186 8.6027 6.6258  -0.20
73 O -3.4235 7.9194 5.4819  0.02
74 C -2.5955 7.4234 4.5495  -0.47
75 O -1.3481 7.4972 4.5714  0.07
76 O -3.3760 6.8196 3.5242  -0.05
77 C -2.7678 6.5633 2.2637  -0.06
78 H -2.3022 10.3509 5.4927  0.08
79 H -2.8269 10.6584 7.2763  0.08
80 H -3.9236 10.4549 5.9889  0.08
81 H -3.6251 8.5364 7.4532  0.12
82 H -1.9324 8.2166 6.8835  0.12
83 H -1.7498 6.1838 2.3524  0.09
84 H -2.7572 7.4857 1.6830  0.09
85 H -3.4503 5.8571 1.7909  0.09
86 C 1.6927 2.8819 0.7302  -0.05
87 C 1.5694 1.3773 0.7850  -0.22
88 O 1.7012 0.7885 -0.5090  0.04
89 C 0.6623 0.6057 -1.3091  -0.51
90 O -0.5634 0.8447 -1.1040  0.06
91 O 1.1721 0.1575 -2.4871  -0.02
92 C 0.3908 -0.0987 -3.5613  -0.09
93 H 0.8725 3.2279 0.1012  0.08
94 H 2.6989 3.1949 0.4516  0.08
95 H 1.4265 3.3431 1.6813  0.07
96 H 0.6132 1.0402 1.1851  0.12
97 H 2.1400 0.8177 1.5262  0.12
98 H -0.1924 -0.9946 -3.3485  0.10
99 H 1.1707 -0.2804 -4.3007  0.10
100 H -0.1934 0.7506 -3.9155  0.10
101 C 0.2754 -11.9078 -8.0070  -0.06
102 C 0.0377 -10.5568 -8.7120  -0.19
103 O 0.3159 -9.6644 -7.6693  0.02
104 C -0.5252 -8.7754 -7.2367  -0.58
105 O -1.7733 -8.7213 -7.4461  0.06
106 O 0.1690 -8.1465 -6.3204  0.03
107 C -0.5394 -7.1486 -5.5383  -0.02
108 H 1.1515 -11.8679 -7.3598  0.08
109 H 0.3815 -12.7947 -8.6316  0.07
110 H -0.5712 -12.2578 -7.4163  0.08
111 H -0.9604 -10.4785 -9.1430  0.12
112 H 0.7592 -10.3907 -9.5120  0.12
113 H -1.5509 -7.4933 -5.3232  0.09
114 H -0.6295 -6.1438 -5.9511  0.09
115 H -0.1394 -7.0476 -4.5294  0.09
116 C -0.7184 -2.3273 4.7221  -0.04
117 C -1.6554 -3.3673 5.4075  -0.20
118 O -2.0976 -2.6806 6.5773  0.04
119 C -2.4426 -3.2992 7.6802  -0.63
120 O -2.4460 -4.5020 7.8953  0.10
121 O -2.8770 -2.4376 8.5542  0.00
122 C -3.2198 -2.7801 9.9137  -0.01
123 H -1.2827 -1.3950 4.7013  0.07
124 H -0.4228 -2.6911 3.7381  0.07
125 H 0.1346 -2.2680 5.3982  0.07
126 H -1.0873 -4.2419 5.7245  0.12
127 H -2.3076 -3.8473 4.6778  0.12
128 H -4.0186 -3.5207 9.8730  0.10
129 H -3.4850 -1.8670 10.4465  0.09
130 H -2.3569 -3.2360 10.3991  0.10
131 C -2.4541 -3.8759 -0.0741  -0.08
132 C -2.3398 -5.3766 0.0272  -0.21
133 O -1.3491 -5.7158 1.0058  0.01
134 C -0.0251 -5.8860 0.6564  -0.51
135 O 0.5573 -5.4892 -0.3562  0.10
136 O 0.5798 -6.5265 1.6539  0.01
137 C 1.9178 -6.7703 1.6080  -0.09
138 H -1.4793 -3.3948 -0.1544  0.08
139 H -3.0462 -3.4215 0.7203  0.08
140 H -2.9438 -3.4913 -0.9687  0.08
141 H -2.2622 -5.9097 -0.9203  0.13
142 H -3.3088 -5.6429 0.4492  0.12
143 H 2.2039 -6.9480 0.5713  0.10
144 H 2.2426 -7.5748 2.2678  0.10
145 H 2.5740 -5.9367 1.8580  0.10

- Multiplicity: 1
- Gap between HOMO and LUMO: 10.38 eV
- SMILES: CCOC(=O)OC.CCOC(=O)OC.CCOC(=O)OC.CCOC(=O)OC.CCOC(=O)OC.CCOC(=O)OC.CCOC(=O)OC.O=C1OCCO1.O=C1OCCO1.O=C1OCCO1.O=C1OCCO1
- Energy above the lowest of the compared OMol25 structures with the same formula, charge and spin: 123.96 kcal/mol
- Net charge: 0